Record 1
The following is a quantum chemistry calculation of a molecular structure, C44H40ClFN6O2SiW in a non-equilibrium geometry, from OMol25.

Atoms and positions in Å:
W: -0.358 -0.369 -0.044
Cl: -5.256 -1.586 5.329
C: -3.946 -1.279 4.257
C: -2.699 -0.921 4.783
C: -1.636 -0.675 3.939
C: -1.817 -0.764 2.566
O: -0.830 -0.552 1.702
C: -3.070 -1.097 2.020
C: -3.261 -1.140 0.616
N: -2.398 -0.776 -0.314
C: -2.751 -1.034 -1.665
C: -4.001 -1.420 -2.110
C: -4.227 -1.724 -3.458
C: -3.224 -1.608 -4.378
C: -1.958 -1.132 -3.981
C: -0.931 -0.857 -4.905
C: 0.234 -0.304 -4.441
C: 0.406 -0.081 -3.081
N: -0.507 -0.379 -2.157
C: -1.713 -0.868 -2.614
C: -4.133 -1.374 2.898
H: -2.573 -0.837 5.853
H: -0.662 -0.413 4.331
H: -4.227 -1.504 0.296
H: -4.841 -1.477 -1.435
H: -5.216 -2.045 -3.754
H: -3.403 -1.832 -5.421
H: -1.087 -1.051 -5.958
H: 1.027 -0.035 -5.123
H: 1.320 0.384 -2.741
H: -5.104 -1.647 2.507
C: -1.527 4.523 -0.192
Si: -1.567 2.634 -0.114
C: -2.152 2.233 -1.872
C: -2.785 2.200 1.271
N: -0.101 1.625 0.222
C: 0.807 2.118 1.185
C: 1.047 3.487 1.389
C: 1.905 3.961 2.364
C: 2.617 3.088 3.173
C: 2.464 1.727 2.975
C: 1.576 1.293 2.020
F: 1.512 -0.074 1.848
H: -2.529 4.828 -0.506
H: -0.831 4.905 -0.941
H: -1.329 5.020 0.757
H: -2.959 1.503 -1.889
H: -1.355 1.899 -2.530
H: -2.554 3.147 -2.314
H: -3.482 1.412 0.992
H: -3.384 3.075 1.528
H: -2.268 1.893 2.182
H: 0.561 4.199 0.742
H: 2.013 5.029 2.503
H: 3.295 3.451 3.933
H: 3.015 1.003 3.560
C: 3.727 -2.061 0.006
C: 2.396 -1.982 -0.326
N: 1.781 -0.821 -0.608
C: 2.553 0.288 -0.656
C: 3.901 0.313 -0.303
C: 4.478 -0.902 0.074
C: 4.742 1.514 -0.221
C: 4.612 2.815 -0.537
C: 3.648 3.652 -1.264
C: 3.890 5.028 -1.277
C: 3.025 5.833 -1.995
N: 1.994 5.329 -2.667
C: 1.854 4.016 -2.618
N: 2.611 3.156 -1.951
H: 4.168 -3.023 0.228
H: 1.803 -2.878 -0.374
H: 2.102 1.203 -1.017
H: 5.512 -0.937 0.394
H: 5.700 1.275 0.230
H: 5.463 3.417 -0.238
H: 4.730 5.445 -0.740
H: 3.158 6.908 -2.045
H: 1.025 3.596 -3.180
C: -1.323 -4.328 -1.350
C: -0.593 -3.645 -0.243
O: -0.449 -2.405 -0.299
C: -0.001 -4.389 0.843
C: 0.189 -5.776 0.753
C: 0.892 -6.446 1.734
C: 1.403 -5.754 2.826
C: 1.178 -4.385 2.953
C: 0.486 -3.706 1.975
H: -1.846 -3.594 -1.957
H: -2.037 -5.052 -0.957
H: -0.624 -4.871 -1.992
H: -0.171 -6.319 -0.110
H: 1.054 -7.511 1.645
H: 1.973 -6.281 3.579
H: 1.551 -3.858 3.821
H: 0.304 -2.642 2.063

As for the total energy: -84245.5959 eV. For the maximum force, the calculation gives 3.11 eV/Å. The net charge is +2. Its relative energy (zero: lowest compared OMol25 entry of this formula, charge and spin) is 70.4 kJ/mol. The value obtained for the HOMO-LUMO gap (spin up / spin down) is 0.214 / 0.214 Eh.

Record 2
The following is a quantum chemistry calculation of a single C23H40N2O3 molecule, from OMol25.

Atoms and positions in Å:
C: -2.178 3.465 0.929
C: -0.918 3.083 0.792
C: -0.028 3.497 -0.338
O: 0.489 2.359 -1.018
C: -0.214 2.070 -2.220
C: 0.360 0.781 -2.780
C: -0.019 -0.346 -1.830
O: -1.180 -0.657 -1.612
N: 1.010 -1.010 -1.250
C: 2.324 -0.504 -0.814
C: 2.133 -1.272 0.516
C: 3.218 -2.248 0.934
C: 2.799 -2.994 2.200
C: 2.414 -2.010 3.301
N: 1.378 -1.096 2.831
C: 0.101 -1.239 3.310
O: -0.156 -2.067 4.170
C: -0.973 -0.257 2.841
C: -0.843 0.977 3.743
C: -2.362 -0.909 2.896
C: -2.439 -2.087 1.927
C: -3.460 0.098 2.561
C: 1.786 -0.331 1.668
C: 0.853 -1.895 -0.094
C: -0.073 0.477 -4.240
C: 0.342 -0.954 -4.593
C: 0.661 1.438 -5.181
C: -1.583 0.631 -4.437
H: -2.784 3.139 1.765
H: -2.649 4.121 0.205
H: -0.465 2.419 1.521
H: -0.564 4.153 -1.032
H: 0.833 4.049 0.047
H: -1.282 1.939 -2.011
H: -0.089 2.899 -2.923
H: 1.449 0.882 -2.790
H: 3.148 -0.868 -1.433
H: 2.377 0.582 -0.723
H: 3.426 -2.946 0.118
H: 4.144 -1.692 1.124
H: 1.936 -3.632 1.987
H: 3.604 -3.643 2.549
H: 2.035 -2.522 4.180
H: 3.287 -1.413 3.588
H: -0.808 0.039 1.802
H: 0.172 1.380 3.714
H: -1.527 1.768 3.442
H: -1.065 0.703 4.776
H: -2.507 -1.281 3.913
H: -2.328 -1.744 0.893
H: -1.667 -2.830 2.137
H: -3.406 -2.586 2.006
H: -3.274 0.561 1.587
H: -4.427 -0.406 2.506
H: -3.546 0.888 3.308
H: 2.672 0.262 1.929
H: 1.012 0.367 1.358
H: -0.078 -1.735 0.449
H: 0.933 -2.953 -0.354
H: -0.208 -1.685 -3.999
H: 0.137 -1.153 -5.647
H: 1.411 -1.107 -4.422
H: 0.394 2.479 -4.994
H: 1.744 1.339 -5.079
H: 0.400 1.214 -6.218
H: -1.901 1.665 -4.287
H: -1.846 0.353 -5.460
H: -2.136 -0.003 -3.746

As for the total energy: -33623.2007 eV. For the maximum force, the calculation gives 0.16 eV/Å. The net charge is 0. As for the SMILES: C=CCOC[C@@H](C(=O)N1CC2(CCCN(C(=O)[C@H](C)C(C)C)C2)C1)C(C)(C)C. Its relative energy (zero: lowest compared OMol25 entry of this formula, charge and spin) is 173.8 kJ/mol. The value obtained for the HOMO-LUMO gap is 0.357 Eh.

Record 3
The following is a quantum chemistry calculation of a molecular structure, C13H10N2O11PdS3, from OMol25.

Atoms and positions in Å:
Pd: -0.136 -0.105 0.044
O: 3.861 0.151 -1.619
S: 2.476 0.520 -1.469
O: 2.118 1.831 -1.951
O: 1.962 0.247 -0.095
C: 1.553 -0.632 -2.523
C: 1.282 -0.142 -3.795
C: 0.591 -0.897 -4.729
C: 0.148 -2.164 -4.392
C: 0.404 -2.665 -3.125
C: 1.105 -1.918 -2.184
S: 1.366 -2.768 -0.610
O: 0.761 -4.074 -0.772
O: 2.773 -2.760 -0.330
O: 0.574 -1.980 0.409
H: 1.602 0.866 -4.020
H: 0.386 -0.484 -5.709
H: -0.408 -2.762 -5.104
H: 0.060 -3.647 -2.836
O: -0.941 5.949 1.915
C: -0.759 4.766 1.710
C: -1.075 4.017 0.443
O: -1.607 4.490 -0.550
C: -0.671 2.633 0.674
C: -0.175 2.456 2.006
O: 0.175 1.374 2.541
C: -0.215 3.765 2.692
O: 0.085 3.992 3.854
O: -0.853 1.719 -0.221
C: -0.718 -1.692 3.730
N: -1.241 -1.853 2.380
C: -2.030 -0.954 1.807
N: -2.632 -0.018 2.562
S: -2.292 -1.008 0.095
H: -0.149 -2.584 3.981
H: -1.545 -1.594 4.435
H: -0.078 -0.810 3.793
H: -0.659 -2.352 1.713
H: -2.013 0.400 3.259
H: -3.084 0.686 1.995

As for the total energy: -75133.9631 eV. For the maximum force, the calculation gives 0.59 eV/Å. The net charge is -2. Its relative energy (zero: lowest compared OMol25 entry of this formula, charge and spin) is 39.8 kJ/mol. The value obtained for the HOMO-LUMO gap is 0.218 Eh.

Please write out number 3 again, unchanged.
The following is a quantum chemistry calculation of a molecular structure, C13H10N2O11PdS3, from OMol25.

Atoms and positions in Å:
Pd: -0.136 -0.105 0.044
O: 3.861 0.151 -1.619
S: 2.476 0.520 -1.469
O: 2.118 1.831 -1.951
O: 1.962 0.247 -0.095
C: 1.553 -0.632 -2.523
C: 1.282 -0.142 -3.795
C: 0.591 -0.897 -4.729
C: 0.148 -2.164 -4.392
C: 0.404 -2.665 -3.125
C: 1.105 -1.918 -2.184
S: 1.366 -2.768 -0.610
O: 0.761 -4.074 -0.772
O: 2.773 -2.760 -0.330
O: 0.574 -1.980 0.409
H: 1.602 0.866 -4.020
H: 0.386 -0.484 -5.709
H: -0.408 -2.762 -5.104
H: 0.060 -3.647 -2.836
O: -0.941 5.949 1.915
C: -0.759 4.766 1.710
C: -1.075 4.017 0.443
O: -1.607 4.490 -0.550
C: -0.671 2.633 0.674
C: -0.175 2.456 2.006
O: 0.175 1.374 2.541
C: -0.215 3.765 2.692
O: 0.085 3.992 3.854
O: -0.853 1.719 -0.221
C: -0.718 -1.692 3.730
N: -1.241 -1.853 2.380
C: -2.030 -0.954 1.807
N: -2.632 -0.018 2.562
S: -2.292 -1.008 0.095
H: -0.149 -2.584 3.981
H: -1.545 -1.594 4.435
H: -0.078 -0.810 3.793
H: -0.659 -2.352 1.713
H: -2.013 0.400 3.259
H: -3.084 0.686 1.995

As for the total energy: -75133.9631 eV. For the maximum force, the calculation gives 0.59 eV/Å. The net charge is -2. Its relative energy (zero: lowest compared OMol25 entry of this formula, charge and spin) is 39.8 kJ/mol. The value obtained for the HOMO-LUMO gap is 0.218 Eh.

Repeat the second record exactly.
The following is a quantum chemistry calculation of a single C23H40N2O3 molecule, from OMol25.

Atoms and positions in Å:
C: -2.178 3.465 0.929
C: -0.918 3.083 0.792
C: -0.028 3.497 -0.338
O: 0.489 2.359 -1.018
C: -0.214 2.070 -2.220
C: 0.360 0.781 -2.780
C: -0.019 -0.346 -1.830
O: -1.180 -0.657 -1.612
N: 1.010 -1.010 -1.250
C: 2.324 -0.504 -0.814
C: 2.133 -1.272 0.516
C: 3.218 -2.248 0.934
C: 2.799 -2.994 2.200
C: 2.414 -2.010 3.301
N: 1.378 -1.096 2.831
C: 0.101 -1.239 3.310
O: -0.156 -2.067 4.170
C: -0.973 -0.257 2.841
C: -0.843 0.977 3.743
C: -2.362 -0.909 2.896
C: -2.439 -2.087 1.927
C: -3.460 0.098 2.561
C: 1.786 -0.331 1.668
C: 0.853 -1.895 -0.094
C: -0.073 0.477 -4.240
C: 0.342 -0.954 -4.593
C: 0.661 1.438 -5.181
C: -1.583 0.631 -4.437
H: -2.784 3.139 1.765
H: -2.649 4.121 0.205
H: -0.465 2.419 1.521
H: -0.564 4.153 -1.032
H: 0.833 4.049 0.047
H: -1.282 1.939 -2.011
H: -0.089 2.899 -2.923
H: 1.449 0.882 -2.790
H: 3.148 -0.868 -1.433
H: 2.377 0.582 -0.723
H: 3.426 -2.946 0.118
H: 4.144 -1.692 1.124
H: 1.936 -3.632 1.987
H: 3.604 -3.643 2.549
H: 2.035 -2.522 4.180
H: 3.287 -1.413 3.588
H: -0.808 0.039 1.802
H: 0.172 1.380 3.714
H: -1.527 1.768 3.442
H: -1.065 0.703 4.776
H: -2.507 -1.281 3.913
H: -2.328 -1.744 0.893
H: -1.667 -2.830 2.137
H: -3.406 -2.586 2.006
H: -3.274 0.561 1.587
H: -4.427 -0.406 2.506
H: -3.546 0.888 3.308
H: 2.672 0.262 1.929
H: 1.012 0.367 1.358
H: -0.078 -1.735 0.449
H: 0.933 -2.953 -0.354
H: -0.208 -1.685 -3.999
H: 0.137 -1.153 -5.647
H: 1.411 -1.107 -4.422
H: 0.394 2.479 -4.994
H: 1.744 1.339 -5.079
H: 0.400 1.214 -6.218
H: -1.901 1.665 -4.287
H: -1.846 0.353 -5.460
H: -2.136 -0.003 -3.746

As for the total energy: -33623.2007 eV. For the maximum force, the calculation gives 0.16 eV/Å. The net charge is 0. As for the SMILES: C=CCOC[C@@H](C(=O)N1CC2(CCCN(C(=O)[C@H](C)C(C)C)C2)C1)C(C)(C)C. Its relative energy (zero: lowest compared OMol25 entry of this formula, charge and spin) is 173.8 kJ/mol. The value obtained for the HOMO-LUMO gap is 0.357 Eh.